(1)
{
  "formula": "C3H9NO",
  "method": "the ωB97M-V functional and the def2-TZVPD basis",
  "homo_lumo_gap_ev": 7.3,
  "lumo_energy_ev": 0.676,
  "relative_energy_ev": 7.0143,
  "elements": ["C", "C", "C", "N", "O", "H", "H", "H", "H", "H", "H", "H", "H", "H"],
  "positions_angstrom": [[0.7455, -0.0379, -0.2203], [-0.3065, 0.1288, 0.6792], [1.3751, 0.5722, 1.5653], [-2.1470, -0.6513, -1.9904], [-1.1090, -0.7764, -1.0448], [-2.1485, -1.5018, -2.5547], [-1.9173, 0.1149, -2.6255], [1.2503, -0.9858, -0.3089], [1.0030, 0.7510, -0.9087], [-0.8791, 1.0419, 0.6818], [-0.6458, -0.6913, 1.2897], [2.1848, 1.1411, 1.1149], [0.8546, 1.2191, 2.2686], [1.7398, -0.3244, 2.0537]],
  "forces_ev_per_angstrom": [[-0.08, 0.12, 0.49], [0.26, -0.05, -0.12], [-0.28, -0.15, -0.46], [-0.09, -0.05, 0.00], [0.11, 0.18, 0.00], [0.04, 0.13, 0.04], [0.05, -0.14, 0.06], [-0.01, 0.00, 0.06], [0.00, 0.03, 0.05], [0.06, 0.01, 0.01], [0.06, -0.01, 0.01], [-0.04, -0.04, -0.01], [-0.04, -0.05, -0.08], [-0.03, 0.02, -0.05]],
  "nbo_charge": [-0.169, -0.186, -0.635, -0.533, -0.717, 0.310, 0.299, 0.237, 0.224, 0.231, 0.245, 0.233, 0.240, 0.221]
}

***

(2)
{
  "formula": "C3H9NO",
  "method": "the ωB97M-V functional and the def2-TZVPD basis",
  "homo_lumo_gap_ev": 10.5,
  "smiles": "C[C@@H](O)CN",
  "lumo_energy_ev": 0.961,
  "relative_energy_ev": 2.3657,
  "elements": ["C", "C", "O", "C", "N", "H", "H", "H", "H", "H", "H", "H", "H", "H"],
  "positions_angstrom": [[-0.0491, -1.0936, 0.9165], [0.8022, -0.1652, -0.0337], [0.6926, -0.6855, -1.4244], [0.0623, 1.2246, 0.0478], [-1.3480, 0.9112, -0.2176], [0.5081, -2.1915, 0.8647], [-0.0127, -0.7982, 1.9329], [-1.0477, -1.2535, 0.6136], [1.8481, -0.0025, 0.3183], [1.0456, -1.4877, -1.4228], [0.0573, 1.6846, 1.0384], [0.4057, 1.8907, -0.7399], [-1.7847, 1.7783, -0.9225], [-1.1795, 0.1882, -0.9715]],
  "forces_ev_per_angstrom": [[4.06, -3.24, -1.38], [-1.72, 0.57, 0.75], [-1.92, 6.55, 1.81], [-0.20, -0.73, -0.80], [-1.68, 2.04, -4.50], [-1.43, 2.50, 0.30], [0.09, 0.49, 0.97], [-0.88, 0.08, -0.47], [-0.61, -0.60, -0.50], [2.36, -5.50, 0.01], [0.87, -0.11, -0.06], [0.67, 0.22, 0.28], [1.52, -3.02, 2.81], [-1.12, 0.74, 0.79]],
  "nbo_charge": [-0.620, 0.076, -0.727, -0.251, -0.832, 0.178, 0.215, 0.232, 0.183, 0.461, 0.195, 0.186, 0.341, 0.362]
}

***

(3)
{
  "formula": "C3H9NO",
  "method": "the ωB97M-V functional and the def2-TZVPD basis",
  "s2": 2.01,
  "homo_lumo_gap_ev": [7.2, 9.8],
  "spin_multiplicity": 3,
  "lumo_energy_ev": [0.920, -0.248],
  "relative_energy_ev": 0.0000,
  "elements": ["C", "C", "C", "N", "O", "H", "H", "H", "H", "H", "H", "H", "H", "H"],
  "positions_angstrom": [[1.5235, -0.7490, 0.2722], [-1.9207, 0.1668, 0.5917], [1.7865, 0.5291, -0.3634], [-1.2129, 0.1598, -0.6529], [-0.3126, 1.0456, -1.0045], [1.6403, -0.8884, 1.4667], [0.5054, -1.1262, 0.0335], [2.0708, -1.5997, -0.2111], [-1.3506, -0.3546, 1.3651], [-2.0004, 1.2274, 0.8725], [-2.9766, -0.0654, 0.4101], [2.1525, 0.5499, -1.3869], [1.8228, 1.4587, 0.0588], [-1.7280, -0.3541, -1.4518]],
  "forces_ev_per_angstrom": [[-0.35, -2.57, 1.96], [-0.09, 1.97, 0.26], [2.50, -1.47, -1.15], [-0.30, 0.00, -3.41], [-3.24, -1.19, 0.43], [-0.10, 0.70, -2.74], [0.22, 0.36, 0.49], [0.26, 0.80, 0.53], [-0.54, -0.29, -0.01], [0.33, -0.17, 0.31], [0.44, -0.87, 0.30], [-0.26, -0.29, 0.10], [-0.20, 1.90, 1.53], [1.34, 1.13, 1.42]],
  "lowdin_spin": [0.119, 0.042, 0.680, 0.401, 0.588, 0.009, 0.037, 0.014, 0.014, 0.008, 0.003, 0.036, 0.042, 0.007]
}

***

(4)
{
  "formula": "C3H9NO",
  "method": "the ωB97M-V functional and the def2-TZVPD basis",
  "s2": 0.75,
  "homo_lumo_gap_ev": [8.8, 3.7],
  "total_charge": 1,
  "spin_multiplicity": 2,
  "lumo_energy_ev": [-3.895, -8.973],
  "relative_energy_ev": 2.4245,
  "elements": ["C", "C", "H", "H", "H", "H", "N", "C", "O", "H", "H", "H", "H", "H"],
  "positions_angstrom": [[0.4904, -2.6480, 1.0433], [1.3425, -3.3804, 1.7324], [-0.4830, -2.9725, 0.7120], [0.8262, -1.7593, 0.5057], [1.0448, -4.3498, 2.0882], [2.4059, -3.2029, 1.8442], [0.0337, 2.7160, -0.4093], [-0.8072, 1.8480, -1.1591], [-2.1120, 2.2210, -1.1192], [1.0476, 2.5759, -0.4095], [-0.3429, 3.5583, 0.0238], [-0.4608, 1.8393, -2.2109], [-0.6668, 0.8429, -0.7149], [-2.3183, 2.7115, -1.9264]],
  "forces_ev_per_angstrom": [[0.53, 0.51, -1.16], [0.11, -0.73, -0.22], [-0.30, -0.21, 0.57], [0.07, 0.09, 0.37], [-0.24, -0.22, 0.32], [-0.17, 0.57, 0.10], [0.44, 0.14, -0.36], [-0.30, -0.03, -0.23], [-0.25, 0.31, 0.12], [-0.14, -0.02, 0.19], [-0.10, 0.01, 0.15], [0.60, -0.33, 0.22], [0.10, -0.08, -0.21], [-0.36, -0.02, 0.13]],
  "lowdin_spin": [0.000, 0.000, 0.000, 0.000, 0.000, 0.000, 0.734, 0.125, 0.009, 0.013, 0.016, 0.052, 0.050, 0.001]
}